{"formula": "C36H91N5O12", "method": "the ωB97M-V functional and the def2-TZVPD basis", "s_squared": 0.754, "lumo_energy_ev": [-2.942, -7.815], "orbital_gap_ev": [7.23, 2.35], "molar_mass_g_mol": 786.15, "de_lowest_kcal_mol": 10.8, "homo_energy_ev": [-10.1681, -10.1681], "total_charge": 1, "multiplicity": 2, "symbols": ["O", "O", "O", "O", "O", "O", "O", "O", "O", "O", "O", "O", "N", "N", "N", "N", "N", "C", "C", "C", "C", "C", "C", "C", "C", "C", "C", "C", "C", "C", "C", "C", "C", "C", "C", "C", "C", "C", "C", "C", "C", "C", "C", "C", "C", "C", "C", "C", "C", "C", "C", "C", "C", "H", "H", "H", "H", "H", "H", "H", "H", "H", "H", "H", "H", "H", "H", "H", "H", "H", "H", "H", "H", "H", "H", "H", "H", "H", "H", "H", "H", "H", "H", "H", "H", "H", "H", "H", "H", "H", "H", "H", "H", "H", "H", "H", "H", "H", "H", "H", "H", "H", "H", "H", "H", "H", "H", "H", "H", "H", "H", "H", "H", "H", "H", "H", "H", "H", "H", "H", "H", "H", "H", "H", "H", "H", "H", "H", "H", "H", "H", "H", "H", "H", "H", "H", "H", "H", "H", "H", "H", "H", "H", "H"], "xyz": [[-19.139360, 10.494320, -24.280880], [-26.347110, 6.797650, -19.689880], [-22.763570, 1.701860, -26.496490], [-19.156080, 8.150060, -18.568240], [-17.984360, 5.842390, -27.868410], [-17.189690, 2.236950, -19.916620], [-21.947270, -2.018710, -22.375600], [-22.863000, 4.684710, -14.719220], [-21.862000, 5.645280, -20.668730], [-18.931560, 2.725630, -17.356520], [-23.695360, 1.441350, -18.178180], [-15.484800, 7.304640, -20.934910], [-21.168250, 7.853370, -15.695310], [-24.327390, 4.919200, -19.122430], [-16.455400, 7.980310, -23.599010], [-18.404740, 0.105220, -18.615810], [-20.424440, 3.056720, -27.316800], [-17.044500, -0.024150, -19.165590], [-20.471320, -0.147980, -21.985510], [-18.431810, 0.281310, -17.200570], [-21.814440, -0.588040, -22.542380], [-24.013330, 2.552700, -18.980220], [-23.923450, 3.823620, -18.186580], [-21.505750, 6.413300, -15.611050], [-17.034510, 3.199990, -21.036460], [-20.279430, 7.646030, -17.914570], [-17.852300, 9.950940, -24.348100], [-15.328420, 6.447710, -21.986030], [-21.295250, 3.509330, -26.245720], [-22.611820, 6.056020, -14.589820], [-23.661240, 0.713380, -25.897610], [-20.069140, 9.991870, -25.228850], [-14.419140, 7.604000, -20.065560], [-20.440220, 3.794700, -20.231410], [-25.006870, 7.183690, -19.522350], [-23.037680, 0.162140, -22.059990], [-20.056360, 8.145880, -16.506040], [-20.268130, 5.212090, -22.322330], [-18.877040, 7.607320, -19.869990], [-18.058680, 1.777060, -16.752030], [-27.035820, 7.303780, -20.810590], [-21.983150, 2.313180, -25.505770], [-19.717020, 4.211470, -27.946580], [-17.815910, 8.452660, -23.819260], [-16.846620, 6.541470, -27.261900], [-18.513840, 4.754600, -27.119490], [-22.342930, 1.231690, -17.814650], [-21.151810, 4.571640, -21.273920], [-24.198840, 4.324280, -14.362780], [-16.866900, 0.949230, -20.369170], [-24.301190, 6.267950, -18.467420], [-16.501980, 6.659260, -22.974720], [-18.553390, 4.070700, -17.255680], [-20.729660, 4.058420, -25.492930], [-21.985590, 4.046130, -21.739470], [-20.614770, 5.875430, -15.287060], [-21.159470, 1.672480, -25.190860], [-19.800030, 9.203070, -16.437200], [-25.030980, 2.465410, -19.360840], [-22.952290, 4.004780, -17.726010], [-23.139400, 0.367900, -20.994430], [-19.493160, 4.232180, -19.915520], [-17.018240, 1.997560, -16.990700], [-18.845820, 5.086260, -26.135670], [-17.804060, 3.206260, -21.808380], [-17.009210, 4.230850, -20.683200], [-20.326440, 2.759050, -20.551700], [-19.142080, 7.743140, -16.070150], [-24.518490, 1.104730, -25.349810], [-25.307810, 4.842960, -19.352820], [-16.547460, 5.847820, -23.701080], [-19.317690, 3.866040, -28.900160], [-24.916960, 6.337820, -17.570740], [-22.205360, 0.265570, -17.329070], [-16.010320, 3.091340, -21.393290], [-13.494700, 7.864700, -20.580870], [-21.023140, 10.436200, -24.945030], [-19.325900, 5.566820, -21.904630], [-18.145160, 1.809060, -15.665940], [-17.821780, 3.920850, -27.001120], [-20.264700, 6.556130, -17.914020], [-22.939120, 1.172780, -22.456240], [-21.244170, 7.958700, -18.314080], [-15.929250, 5.954510, -27.306710], [-24.622740, 4.764510, -13.460220], [-18.632440, 6.549920, -19.769120], [-20.370930, -0.184120, -20.900740], [-24.887290, 8.205970, -19.163520], [-18.667560, 0.971880, -19.062930], [-20.335030, 0.866770, -22.359420], [-18.450530, 8.478230, -22.933430], [-24.646430, 3.784940, -17.371770], [-14.614160, 8.486870, -19.456780], [-20.132630, 4.375160, -23.007370], [-21.070080, 8.325760, -14.808010], [-23.486550, 6.693270, -14.719660], [-17.793970, -0.485160, -16.760330], [-18.288810, 7.822240, -24.572270], [-16.601720, 7.470620, -27.776480], [-20.208150, 8.910780, -25.234780], [-23.374730, 2.635860, -19.859640], [-22.623460, 2.558170, -24.658380], [-20.504840, 4.925860, -28.185490], [-19.472430, 4.594880, -17.517750], [-15.816970, 0.944690, -20.661970], [-19.790300, 10.336840, -26.224510], [-17.849590, 4.197610, -18.078270], [-22.884650, -2.194490, -22.265940], [-17.353890, 6.456420, -22.325720], [-20.985880, 3.731430, -19.289950], [-17.160470, 6.723980, -26.234130], [-18.215220, 4.302850, -16.245810], [-17.389160, 9.962370, -25.334750], [-16.916950, -1.063470, -19.468320], [-22.344290, 6.241000, -13.549480], [-21.904500, 6.068560, -16.565120], [-28.036780, 6.883020, -20.906240], [-20.699490, 5.978360, -22.966430], [-22.118890, 4.075840, -26.680220], [-23.334220, 6.719540, -18.245800], [-23.945350, -0.316540, -22.427550], [-16.265100, 0.164340, -18.427270], [-19.601240, -0.699270, -22.342100], [-15.938130, 8.635320, -23.030250], [-23.178120, 0.035550, -25.193880], [-26.423110, 7.090600, -21.686510], [-21.876340, 1.913400, -17.103550], [-21.613050, 1.250020, -18.623990], [-17.264540, 10.573620, -23.673630], [-14.173920, 6.772400, -19.404940], [-17.485350, 0.697040, -21.230570], [-14.376570, 6.669620, -22.468570], [-15.291290, 5.394630, -21.707200], [-19.628800, 7.762020, -20.643960], [-27.119190, 8.389540, -20.763020], [-24.378370, 3.255310, -14.477480], [-20.995010, 2.623440, -28.028710], [-24.436470, 7.245880, -20.449100], [-24.181690, 0.253140, -26.737490], [-19.454060, 0.014070, -16.932850], [-24.841130, 4.690290, -15.163780], [-18.020250, 8.137760, -20.285510], [-21.734010, -0.383950, -23.610080], [-22.576120, 5.236990, -20.173810]], "atomic_forces_ev_per_a": [[-0.3, -0.3, -0.1], [-0.1, -0.7, 0.9], [-1.5, -1.6, 1.1], [-0.1, 0.3, -0.9], [1.0, 0.5, 0.0], [-0.4, 2.2, -1.5], [0.0, 0.7, 0.2], [-0.1, -0.1, 0.1], [0.2, 1.2, 0.8], [-0.6, -1.5, 0.4], [0.0, -0.7, 0.2], [-1.1, 1.6, 1.7], [1.6, -2.3, 1.4], [1.6, 0.9, 2.0], [-0.9, -0.6, 0.1], [1.1, 0.4, -1.6], [1.1, 0.4, 0.4], [-0.3, -0.2, -0.8], [0.1, 0.4, 0.2], [-0.5, 1.5, 0.2], [0.6, -1.2, 0.0], [0.8, -0.1, 0.4], [-1.4, 1.1, -0.6], [-2.1, 0.3, 0.8], [0.8, -0.2, 1.6], [1.2, -0.3, -0.3], [0.4, -1.5, 0.8], [0.6, -0.5, -2.0], [-1.0, -1.0, 0.7], [0.0, 0.4, 0.6], [-0.2, 0.7, -1.1], [-0.1, 0.6, 0.2], [0.8, -0.2, -0.1], [0.4, -1.1, 0.6], [0.9, 0.8, 0.7], [0.4, 0.8, 0.2], [-0.6, 1.3, -0.9], [0.1, -1.3, -0.6], [0.4, 0.3, -0.2], [-0.3, -1.5, 0.1], [0.9, 0.6, -0.4], [1.2, 0.9, -1.4], [-0.3, -0.9, 0.2], [0.1, 1.9, -0.9], [-1.2, -1.1, 0.0], [-1.0, 0.2, -1.0], [0.9, -0.1, 0.1], [-1.4, 2.2, -0.2], [-1.0, 0.2, -1.6], [0.5, -1.0, 0.9], [-1.7, 0.1, -2.3], [1.3, -0.2, 1.1], [-0.4, -1.1, -0.8], [0.0, 0.3, -0.2], [0.5, -0.9, -0.4], [0.4, 0.0, -0.4], [0.0, -0.5, 0.3], [-0.4, 0.3, -0.4], [-0.1, -0.4, 0.2], [0.2, 0.1, -0.4], [0.2, -0.7, 0.3], [0.2, -0.1, -0.5], [0.1, 0.0, -0.3], [0.0, 0.1, 0.3], [0.0, -0.8, 0.0], [-0.4, -0.1, 0.8], [0.5, -0.1, 0.0], [0.2, -0.8, 0.3], [0.2, 1.0, 0.3], [-0.2, -0.5, -0.2], [0.3, 0.1, -0.3], [0.1, 0.0, 0.0], [-0.1, -0.3, 0.4], [-0.6, -0.2, -0.2], [-0.1, -0.4, -0.7], [0.1, -0.2, -0.5], [0.0, 0.0, -0.2], [0.0, -0.1, -0.1], [-0.1, 0.2, 0.3], [0.3, 0.0, 0.0], [-0.1, -0.2, -0.2], [-0.4, 0.1, -0.4], [-0.1, 0.3, -0.2], [-0.1, -0.4, 0.2], [0.7, -0.2, 0.4], [-0.1, -0.1, -0.1], [-0.4, 0.1, 0.2], [-0.6, 0.5, 0.4], [-1.0, 0.3, 0.4], [0.2, 0.3, 0.3], [-0.1, -0.3, 0.4], [0.0, -0.2, 0.3], [-0.7, -0.1, -0.1], [1.0, 0.0, -0.3], [-0.9, 0.4, 0.5], [-0.4, -0.1, -0.6], [0.2, 0.4, 0.4], [-0.1, -0.2, 0.1], [-0.7, 0.0, -0.2], [0.3, -0.2, 0.1], [0.3, -0.1, -0.2], [0.2, 0.6, 0.2], [0.4, 0.9, 0.1], [0.1, 0.4, 0.2], [0.2, -0.2, -0.3], [-0.1, -0.1, -0.2], [0.6, 0.8, 0.4], [0.0, -0.2, 0.0], [-0.7, 0.6, 0.0], [-0.5, 0.0, -0.1], [0.5, 0.3, 0.2], [0.3, 0.3, -0.1], [-0.2, 0.3, -0.3], [0.3, 0.0, -0.4], [0.6, 0.3, 0.2], [0.5, 0.0, -0.2], [0.3, -0.2, 0.3], [-0.4, 0.1, 0.5], [-0.1, 0.7, 0.3], [0.4, -0.5, -0.3], [-0.1, 0.2, -0.1], [0.1, 0.3, 0.1], [-0.4, -0.4, -0.4], [0.0, 0.0, 0.3], [0.4, -0.2, -0.5], [-0.3, -0.2, -0.4], [-0.6, 0.7, 0.3], [-0.3, -0.1, -0.7], [0.2, 0.0, 0.0], [-0.1, -0.2, 0.1], [-0.1, -0.3, 0.0], [0.3, -0.1, -0.4], [-0.1, -0.2, 0.3], [-0.7, -0.1, 0.5], [-0.1, 0.2, 0.2], [0.7, -0.1, 0.7], [0.0, -0.2, 0.0], [0.0, -0.8, -0.4], [0.6, -0.6, 0.0], [-0.1, 0.4, 0.7], [-0.2, 0.4, -0.2], [0.3, -0.1, 0.5], [-0.2, -0.1, -0.3], [-0.7, 0.1, 0.3]]}